(1)
C10H15Cl21FNO2S | ωB97M-V/def2-TZVPD

Each line ends with the Löwdin charge.
Atoms and positions in Å:
1 C -0.762 -1.500 1.450  -0.17
2 C -0.121 -2.383 0.296  -0.28
3 C -0.009 -1.672 -1.102  -0.28
4 N 1.279 -0.891 -1.231  -0.12
5 S 0.978 0.772 -1.129  0.73
6 O 0.082 1.248 -2.226  -0.33
7 O 0.387 1.189 0.162  -0.29
8 F 2.432 1.539 -1.235  -0.19
9 H -0.902 -2.182 2.327  -0.02
10 H -0.085 -0.688 1.814  0.07
11 H -1.771 -1.083 1.228  0.05
12 H 0.923 -2.693 0.587  0.01
13 H -0.753 -3.323 0.159  0.06
14 H 0.079 -2.490 -1.869  0.13
15 H -0.917 -1.072 -1.402  -0.06
16 H 1.656 -1.125 -2.153  0.11
17 Cl 2.180 6.036 -0.239  0.53
18 C 2.853 4.655 0.634  -1.53
19 Cl 4.486 4.293 0.063  0.52
20 Cl 2.856 4.964 2.377  0.54
21 H 2.225 3.790 0.442  -0.01
22 Cl 3.275 -5.844 2.579  0.53
23 C 3.199 -4.105 2.275  -1.51
24 Cl 3.472 -3.763 0.561  0.54
25 Cl 1.645 -3.448 2.805  0.58
26 H 3.985 -3.624 2.847  0.02
27 Cl -5.157 0.264 -3.103  0.54
28 C -3.402 0.167 -3.306  -1.48
29 Cl -2.677 -0.860 -2.062  0.65
30 Cl -2.993 -0.430 -4.915  0.52
31 H -2.990 1.166 -3.198  0.02
32 Cl 7.407 5.462 2.669  0.51
33 C 6.295 4.656 3.782  -1.56
34 Cl 6.164 2.936 3.394  0.50
35 Cl 6.823 4.876 5.456  0.52
36 H 5.315 5.106 3.671  -0.04
37 Cl -0.582 1.448 -5.873  0.50
38 C 0.081 3.009 -5.375  -1.55
39 Cl 1.790 3.130 -5.814  0.52
40 Cl -0.842 4.336 -6.093  0.52
41 H 0.001 3.082 -4.295  0.00
42 Cl -1.797 -4.308 3.418  0.55
43 C -3.100 -4.707 2.293  -1.49
44 Cl -3.051 -3.647 0.874  0.58
45 Cl -3.000 -6.402 1.802  0.53
46 H -4.046 -4.554 2.801  0.02
47 Cl -6.672 -1.995 0.856  0.51
48 C -6.605 -0.240 0.658  -1.55
49 Cl -7.834 0.549 1.654  0.53
50 Cl -4.995 0.358 1.069  0.51
51 H -6.805 -0.005 -0.382  -0.01

Summary:
Net charge = 0
Kohn-Sham gap = 0.39441 Eh
HOMO level = -0.3940 Eh
SMILES = CCCNS(=O)(=O)F.ClC(Cl)Cl.ClC(Cl)Cl.ClC(Cl)Cl.ClC(Cl)Cl.ClC(Cl)Cl.ClC(Cl)Cl.ClC(Cl)Cl
Total energy = -292719.617 eV

---

(2)
C36H62O30 | ωB97M-V/def2-TZVPD

Each line ends with the Löwdin charge.
Atoms and positions in Å:
1 C 2.241 3.133 -1.897  -0.01
2 C 2.206 4.587 -1.457  -0.28
3 C 1.606 5.579 -2.436  -0.05
4 O 0.606 6.276 -1.639  0.09
5 C 0.371 5.591 -0.531  -0.59
6 O -0.474 5.857 0.281  0.13
7 O 1.245 4.600 -0.376  0.08
8 H 1.242 2.811 -2.196  0.08
9 H 2.569 2.399 -1.163  0.09
10 H 2.942 3.057 -2.735  0.09
11 H 3.148 4.910 -1.009  0.16
12 H 1.171 5.015 -3.263  0.13
13 H 2.241 6.408 -2.731  0.14
14 C -3.952 0.021 4.429  -0.02
15 C -3.242 -0.847 3.402  -0.30
16 C -1.880 -0.285 2.989  -0.08
17 O -1.057 -1.437 2.943  0.05
18 C -1.610 -2.445 3.585  -0.57
19 O -1.116 -3.526 3.736  0.14
20 O -2.867 -2.111 3.961  0.10
21 H -4.380 0.903 3.952  0.07
22 H -3.279 0.386 5.207  0.09
23 H -4.773 -0.507 4.915  0.09
24 H -3.890 -0.978 2.533  0.15
25 H -1.468 0.419 3.717  0.13
26 H -1.900 0.255 2.045  0.11
27 C -1.691 0.657 -4.291  0.01
28 C -2.481 1.965 -4.538  -0.27
29 C -3.932 1.855 -4.055  -0.07
30 O -4.084 2.908 -3.100  0.08
31 C -2.921 3.572 -2.965  -0.58
32 O -2.783 4.497 -2.226  0.16
33 O -1.983 3.060 -3.763  0.08
34 H -0.697 0.939 -3.948  0.07
35 H -1.597 0.200 -5.278  0.09
36 H -2.246 -0.010 -3.638  0.06
37 H -2.433 2.235 -5.591  0.15
38 H -4.276 0.914 -3.634  0.11
39 H -4.600 2.107 -4.885  0.14
40 C 1.559 -1.892 1.247  -0.06
41 C 2.313 -0.690 0.760  -0.19
42 O 1.576 0.527 0.973  0.07
43 C 0.611 0.758 0.101  -0.61
44 O 0.342 0.049 -0.841  0.10
45 O 0.037 1.922 0.376  0.01
46 C -1.152 2.207 -0.337  -0.02
47 H 2.226 -2.748 1.291  0.06
48 H 0.735 -2.092 0.559  0.08
49 H 1.107 -1.773 2.231  0.07
50 H 2.491 -0.977 -0.278  0.10
51 H 3.265 -0.529 1.258  0.11
52 H -1.057 2.065 -1.414  0.09
53 H -1.444 3.227 -0.103  0.08
54 H -1.975 1.562 -0.020  0.09
55 C 4.110 -3.374 -0.705  -0.06
56 C 3.652 -4.798 -0.521  -0.20
57 O 2.244 -4.853 -0.281  0.00
58 C 1.446 -5.018 -1.345  -0.61
59 O 1.762 -5.089 -2.490  0.16
60 O 0.188 -5.200 -0.970  0.01
61 C -0.229 -5.164 0.410  -0.02
62 H 5.150 -3.387 -1.047  0.09
63 H 4.255 -2.771 0.196  0.07
64 H 3.442 -2.828 -1.370  0.07
65 H 4.128 -5.260 0.345  0.12
66 H 4.013 -5.370 -1.375  0.13
67 H 0.033 -4.206 0.851  0.07
68 H 0.169 -6.007 0.972  0.10
69 H -1.302 -5.299 0.304  0.10
70 C 4.151 0.892 3.566  -0.05
71 C 3.671 1.951 4.543  -0.19
72 O 2.904 2.908 3.801  0.03
73 C 1.575 2.791 3.788  -0.62
74 O 0.969 1.833 4.198  0.11
75 O 1.075 3.868 3.224  0.03
76 C -0.347 3.972 3.217  -0.03
77 H 4.793 1.312 2.793  0.09
78 H 3.353 0.295 3.126  0.06
79 H 4.765 0.130 4.059  0.06
80 H 4.488 2.539 4.962  0.12
81 H 3.107 1.568 5.393  0.12
82 H -0.784 3.544 4.119  0.10
83 H -0.795 3.415 2.393  0.07
84 H -0.551 5.035 3.127  0.10
85 C -2.527 -1.780 -0.708  -0.02
86 O -3.779 -2.454 -0.719  0.03
87 C -4.466 -2.648 -1.827  -0.62
88 O -5.475 -3.269 -1.869  0.16
89 O -3.905 -1.999 -2.866  -0.04
90 C -4.733 -1.877 -4.016  -0.05
91 H -1.773 -2.410 -1.178  0.10
92 H -2.266 -1.469 0.299  0.08
93 H -2.495 -0.854 -1.288  0.08
94 H -5.501 -1.110 -3.872  0.10
95 H -5.386 -2.753 -4.085  0.09
96 H -4.130 -1.784 -4.910  0.10
97 C 1.664 -0.982 -3.485  -0.06
98 O 1.558 -2.385 -3.722  0.01
99 C 2.267 -2.906 -4.741  -0.61
100 O 2.079 -4.033 -5.071  0.15
101 O 3.117 -2.037 -5.291  -0.02
102 C 3.954 -2.513 -6.324  -0.05
103 H 1.788 -0.292 -4.319  0.09
104 H 2.476 -0.773 -2.784  0.09
105 H 0.745 -0.711 -2.966  0.06
106 H 4.914 -2.007 -6.358  0.09
107 H 3.375 -2.383 -7.246  0.10
108 H 4.181 -3.581 -6.388  0.10
109 O -3.947 1.530 1.449  0.14
110 C -3.997 2.702 1.234  -0.59
111 O -4.747 3.247 0.276  0.08
112 C -4.761 4.660 0.413  -0.12
113 C -3.519 4.939 1.200  -0.08
114 O -3.363 3.676 1.927  0.04
115 H -4.646 5.070 -0.591  0.12
116 H -5.658 5.098 0.850  0.13
117 H -3.557 5.687 1.988  0.14
118 H -2.600 5.089 0.631  0.09
119 O 5.085 -2.143 4.309  0.15
120 C 4.139 -2.850 4.471  -0.56
121 O 3.965 -3.688 5.492  0.08
122 C 2.785 -4.449 5.288  -0.10
123 C 1.996 -3.603 4.266  -0.11
124 O 3.029 -2.811 3.681  0.03
125 H 3.054 -5.410 4.848  0.13
126 H 2.182 -4.539 6.186  0.13
127 H 1.322 -2.986 4.859  0.13
128 H 1.515 -4.229 3.522  0.12

Summary:
Net charge = 0
Kohn-Sham gap = 0.38895 Eh
HOMO level = -0.3801 Eh
SMILES = C[C@H]1COC(=O)O1.C[C@H]1COC(=O)O1.C[C@H]1COC(=O)O1.CCOC(=O)OC.CCOC(=O)OC.CCOC(=O)OC.COC(=O)OC.COC(=O)OC.O=C1OCCO1.O=C1OCCO1
Total energy = -99763.270 eV

---

The lowest Kohn-Sham gap belongs to which entry?
C36H62O30

---

Among the records above, which one has the lowest HOMO level?
C10H15Cl21FNO2S

---

Among the records above, which one has the highest HOMO level?
C36H62O30